# 1
Below is a structure of composition C48H41IN3O3PSn at a distorted geometry, with properties calculated with ωB97M-V/def2-TZVPD.

Each line ends with the Löwdin charge.
Atoms and positions in Å:
Sn: -0.438 -1.525 -0.105  1.18
O: 3.608 0.508 -4.985  -0.04
C: 3.641 -0.722 -4.757  -0.66
O: 4.565 -1.542 -4.746  -0.02
C: 2.299 -1.215 -4.055  -0.06
C: 1.195 -0.384 -4.000  0.05
C: 0.180 -0.804 -3.159  -0.22
N: 0.280 -1.882 -2.317  -0.02
C: 1.309 -2.698 -2.475  -0.21
C: 2.341 -2.385 -3.318  0.05
C: 1.414 -3.823 -1.433  -0.19
C: 2.412 -4.782 -1.429  0.00
C: 2.397 -5.781 -0.475  -0.05
C: 1.334 -5.820 0.425  -0.04
C: 0.338 -4.812 0.365  -0.14
N: 0.400 -3.867 -0.532  -0.04
C: -1.046 -0.064 -2.915  -0.25
C: -1.677 0.722 -3.858  0.02
C: -2.847 1.448 -3.598  -0.01
C: -3.320 1.447 -2.320  -0.04
C: -2.684 0.650 -1.410  -0.12
N: -1.577 -0.045 -1.671  0.01
H: 1.153 0.574 -4.532  0.14
H: 3.238 -2.964 -3.474  0.12
H: 3.255 -4.740 -2.108  0.12
H: 3.180 -6.529 -0.484  0.11
H: 1.219 -6.649 1.149  0.12
H: -0.499 -4.800 1.123  0.14
H: -1.297 0.680 -4.852  0.11
H: -3.274 1.950 -4.448  0.11
H: -4.116 2.051 -2.024  0.10
H: -3.096 0.724 -0.421  0.12
I: -2.724 -3.605 -2.625  1.00
C: -4.107 -2.498 -1.570  -0.67
C: -5.320 -2.439 -2.223  -0.19
C: -6.422 -1.907 -1.498  -0.08
C: -6.323 -1.491 -0.199  -0.03
C: -5.063 -1.572 0.441  -0.18
C: -4.892 -1.165 1.762  -0.05
C: -3.716 -1.285 2.421  -0.08
C: -2.556 -1.598 1.701  -0.22
C: -2.552 -1.861 0.350  -0.33
C: -3.869 -1.961 -0.237  -0.24
H: -5.410 -2.882 -3.275  0.10
H: -7.388 -1.824 -1.994  0.10
H: -7.177 -1.116 0.283  0.10
H: -5.792 -0.860 2.246  0.11
H: -3.608 -1.149 3.500  0.11
H: -1.597 -1.331 2.185  0.05
C: 1.597 1.789 5.422  -0.09
C: 0.698 2.765 5.058  -0.09
C: 0.137 2.771 3.782  -0.10
C: 0.498 1.797 2.839  -0.36
C: 1.477 0.845 3.176  -0.11
C: 1.914 0.822 4.464  -0.10
P: -0.255 1.747 1.158  1.05
C: -1.543 3.049 1.166  -0.39
C: -2.533 2.855 2.163  -0.11
C: -3.638 3.739 2.189  -0.06
C: -3.783 4.652 1.121  -0.10
C: -2.883 4.694 0.082  -0.11
C: -1.698 3.949 0.125  -0.09
C: 1.005 2.463 0.059  -0.39
C: 1.242 1.914 -1.189  -0.10
C: 2.137 2.466 -2.101  -0.04
C: 2.837 3.644 -1.730  -0.04
C: 2.572 4.216 -0.461  -0.07
C: 1.703 3.616 0.432  -0.10
H: 2.049 1.647 6.411  0.11
H: 0.419 3.552 5.735  0.10
H: -0.585 3.591 3.496  0.12
H: 1.770 0.034 2.463  0.10
H: 2.673 0.035 4.808  0.13
H: -2.318 2.095 2.892  0.09
H: -4.331 3.789 2.988  0.08
H: -4.642 5.375 0.934  0.12
H: -2.926 5.473 -0.711  0.12
H: -0.871 4.033 -0.571  0.10
H: 0.592 1.122 -1.577  0.06
H: 2.324 2.070 -3.051  0.07
H: 3.614 4.025 -2.368  0.10
H: 3.060 5.113 -0.115  0.10
H: 1.539 4.065 1.361  0.09
C: 4.625 1.510 1.131  -0.08
C: 4.350 0.103 0.684  -0.28
O: 3.848 -0.656 1.777  -0.17
C: 3.901 -2.029 1.461  -0.31
C: 3.291 -2.927 2.471  -0.06
H: 4.733 2.225 0.316  0.06
H: 5.516 1.695 1.788  0.09
H: 3.758 1.919 1.714  0.07
H: 5.290 -0.255 0.280  0.12
H: 3.686 0.162 -0.206  0.12
H: 4.916 -2.240 1.215  0.11
H: 3.290 -2.142 0.553  0.11
H: 3.839 -2.901 3.415  0.09
H: 3.450 -3.930 1.976  0.10
H: 2.287 -2.721 2.546  0.04

Output
LUMO energy	-0.69	eV
maximum force	3.44	eV/Å
HOMO	-7.8	eV
orbital gap	0.262	hartree
relative energy (zero: lowest compared OMol25 entry of this formula, charge and spin)	59.5	kcal/mol


# 2
Below is a structure of composition C12H13Cl2N6SV at a distorted geometry, with properties calculated with ωB97M-V/def2-TZVPD.

Each line ends with the Löwdin charge.
Atoms and positions in Å:
V: -1.508 -0.698 0.207  0.30
N: 1.584 4.454 -0.231  0.06
C: 2.713 3.967 0.258  -0.05
C: 2.688 2.627 0.424  -0.17
N: -0.357 -0.068 1.553  -0.42
C: 1.560 1.919 -0.005  0.12
C: 0.562 3.545 -0.351  -0.14
N: -1.484 1.217 -0.118  -0.35
C: -2.167 2.176 -0.741  -0.22
C: -1.842 3.460 -0.958  -0.07
N: -0.585 4.066 -0.686  0.10
H: 1.537 5.406 -0.575  0.17
H: 3.563 4.623 0.390  0.15
H: 3.594 2.066 0.612  0.11
H: -3.119 1.854 -1.160  0.13
H: -2.550 4.117 -1.433  0.12
H: -0.608 5.074 -0.812  0.17
Cl: -3.562 -1.140 0.707  0.13
C: -0.759 2.321 2.613  -0.25
Cl: -0.382 1.534 1.282  0.89
H: -1.445 1.842 3.296  0.05
H: -0.649 3.393 2.542  0.03
C: 1.161 -5.997 -1.447  -0.02
C: 0.508 -4.813 -0.816  -0.29
C: 0.069 -4.827 0.504  0.01
C: -0.549 -3.691 0.994  -0.07
N: -0.713 -2.633 0.213  -0.10
C: -0.252 -2.701 -1.068  -0.75
S: -0.576 -1.164 -1.860  0.69
N: 0.346 -3.731 -1.602  0.14
H: 0.426 -6.526 -2.057  0.10
H: 1.551 -6.686 -0.702  0.08
H: 1.959 -5.669 -2.110  0.09
H: 0.205 -5.698 1.128  0.12
H: -0.918 -3.622 2.009  0.13

Output
LUMO energy (alpha / beta)	-5.21 / -5.20	eV
<S²>	0.773
maximum force	2.38	eV/Å
HOMO (alpha / beta)	-11.2 / -11.3	eV
net charge	+1
orbital gap (alpha / beta)	0.221 / 0.225	hartree
relative energy (zero: lowest compared OMol25 entry of this formula, charge and spin)	288.4	kcal/mol
2S+1	2


# 3
Below is a structure of composition C41H39Cl49O4 at a distorted geometry, with properties calculated with ωB97M-V/def2-TZVPD.

Each line ends with the Löwdin charge.
Atoms and positions in Å:
C: -5.789 -5.893 5.176  0.04
C: -5.547 -4.592 5.140  -0.11
C: -5.117 -3.020 5.087  -0.19
C: -3.500 -3.000 4.913  -0.23
C: -2.937 -1.708 4.122  -0.17
C: -3.241 -1.704 2.535  -0.09
C: -4.602 -1.047 2.000  -0.10
C: -4.890 -1.037 0.437  -0.18
C: -3.911 -1.617 -0.646  -0.09
C: -2.563 -2.268 -0.133  0.00
C: -2.285 -2.310 1.425  -0.05
C: -0.890 -3.047 1.861  -0.14
C: -1.298 -4.630 2.053  -0.24
C: -0.229 -5.646 1.397  -0.59
Cl: -0.086 -7.118 2.519  0.44
C: -1.565 -2.846 -1.255  -0.22
O: -0.847 -3.895 -1.137  0.00
C: -1.491 -2.065 -2.675  0.02
C: -0.148 -1.901 -3.516  -0.07
C: 1.247 -2.501 -2.983  -0.13
C: 2.563 -1.812 -3.621  -0.17
O: 3.040 -0.636 -2.900  -0.11
C: 3.701 -0.980 -1.674  -0.21
O: 4.848 -1.553 -1.602  0.00
C: -0.318 -1.106 -4.898  0.00
C: -1.704 -0.532 -5.410  -0.05
C: -3.028 -0.709 -4.555  0.00
C: -2.889 -1.460 -3.181  -0.02
C: -4.202 -1.628 -2.244  -0.23
O: -5.393 -1.743 -2.680  0.00
H: -5.624 -7.027 5.015  0.05
H: -5.414 -2.488 6.078  0.07
H: -5.663 -2.521 4.208  0.10
H: -3.138 -4.006 4.453  0.10
H: -3.046 -2.979 5.993  0.03
H: -3.423 -0.755 4.588  0.08
H: -1.801 -1.611 4.373  0.12
H: -5.396 -0.601 2.713  0.04
H: -5.884 -0.587 0.085  0.11
H: -0.488 -2.644 2.875  0.11
H: -0.096 -2.891 1.046  0.10
H: -1.522 -4.818 3.169  0.09
H: -2.314 -4.796 1.502  0.12
H: -0.713 -6.048 0.415  0.08
H: 0.805 -5.175 1.177  -0.04
H: 1.292 -2.294 -1.834  0.11
H: 1.266 -3.665 -3.070  0.13
H: 2.449 -1.523 -4.735  0.13
H: 3.410 -2.608 -3.559  0.14
H: 3.206 -0.714 -0.652  0.16
H: 0.587 -0.924 -5.605  0.09
H: -1.820 0.012 -6.427  0.10
H: -4.045 -0.300 -4.938  0.05
C: -3.366 2.504 1.357  -1.45
Cl: -3.565 0.888 0.662  0.75
Cl: -4.091 3.737 0.313  0.50
Cl: -4.078 2.569 2.975  0.51
H: -2.299 2.711 1.440  -0.06
C: -1.730 4.454 -2.906  -1.52
Cl: -0.798 5.757 -3.661  0.52
Cl: -1.624 2.973 -3.869  0.52
Cl: -1.165 4.162 -1.254  0.47
H: -2.774 4.761 -2.862  0.02
C: 6.722 1.406 -2.014  -1.53
Cl: 8.379 0.802 -2.167  0.54
Cl: 6.545 2.366 -0.537  0.52
Cl: 6.276 2.363 -3.435  0.53
H: 6.050 0.551 -1.951  -0.02
C: -7.014 0.278 -6.908  -1.56
Cl: -5.492 0.893 -7.572  0.51
Cl: -7.773 -0.854 -8.037  0.52
Cl: -6.740 -0.496 -5.340  0.56
H: -7.689 1.120 -6.761  -0.08
C: -7.840 2.275 4.545  -1.51
Cl: -8.984 1.437 5.604  0.53
Cl: -6.565 3.050 5.493  0.47
Cl: -7.137 1.149 3.376  0.53
H: -8.380 3.048 3.998  0.01
C: 1.679 3.238 1.151  -1.50
Cl: 2.516 2.291 2.390  0.50
Cl: 1.565 2.321 -0.359  0.52
Cl: 0.068 3.713 1.716  0.54
H: 2.257 4.142 0.961  0.03
C: 4.550 4.225 5.747  -1.52
Cl: 3.490 5.487 5.102  0.52
Cl: 3.620 3.058 6.699  0.52
Cl: 5.414 3.409 4.436  0.48
H: 5.284 4.695 6.401  0.02
C: 3.732 -5.914 0.194  -1.50
Cl: 4.105 -7.359 -0.758  0.53
Cl: 2.282 -5.114 -0.434  0.59
Cl: 3.521 -6.331 1.900  0.54
H: 4.569 -5.222 0.110  0.02
C: -6.118 6.918 3.684  -1.51
Cl: -7.263 6.082 4.745  0.47
Cl: -4.843 7.695 4.635  0.52
Cl: -5.418 5.789 2.513  0.50
H: -6.659 7.691 3.138  0.02
C: 6.079 -0.361 4.499  -1.53
Cl: 6.392 -1.838 3.575  0.52
Cl: 4.662 0.485 3.859  0.44
Cl: 5.858 -0.736 6.214  0.52
H: 6.944 0.295 4.400  0.02
C: -8.294 4.323 -7.225  -1.51
Cl: -8.135 3.472 -5.680  0.55
Cl: -6.978 5.489 -7.429  0.53
Cl: -8.319 3.172 -8.570  0.54
H: -9.237 4.867 -7.221  0.02
C: 11.751 0.032 -3.814  -1.52
Cl: 12.698 1.335 -4.566  0.50
Cl: 11.848 -1.456 -4.765  0.50
Cl: 12.310 -0.258 -2.160  0.52
H: 10.709 0.346 -3.774  -0.03
C: -9.329 8.031 7.907  -1.53
Cl: -10.467 7.148 6.877  0.51
Cl: -7.775 8.234 7.085  0.49
Cl: -10.000 9.604 8.367  0.52
H: -9.165 7.450 8.813  0.02
C: -4.305 -0.461 8.263  -1.50
Cl: -3.190 -1.806 7.967  0.60
Cl: -3.499 0.825 9.172  0.54
Cl: -4.936 0.161 6.734  0.55
H: -5.141 -0.830 8.857  0.02
C: 12.967 -0.803 -8.732  -1.52
Cl: 14.629 -1.394 -8.881  0.53
Cl: 12.766 0.117 -7.234  0.47
Cl: 12.532 0.187 -10.134  0.52
H: 12.299 -1.663 -8.699  0.02
C: 18.172 -2.638 -7.667  -1.55
Cl: 18.312 -3.510 -6.133  0.52
Cl: 19.508 -1.493 -7.855  0.52
Cl: 18.128 -3.772 -9.026  0.51
H: 17.238 -2.076 -7.658  -0.03

Output
LUMO energy	-1.42	eV
maximum force	6.96	eV/Å
HOMO	-8.5	eV
orbital gap	0.259	hartree


# 4
Below is the molecule C6H10O at a distorted geometry, with properties calculated with ωB97M-V/def2-TZVPD.

Each line ends with the Löwdin charge.
Atoms and positions in Å:
C: 1.388 0.608 -2.055  0.05
C: 1.191 0.842 -0.759  -0.39
C: 1.508 2.162 -0.140  -0.07
C: 0.691 -0.233 0.139  -0.09
C: -0.601 -0.529 0.195  -0.07
C: -1.211 -1.455 1.204  -0.25
O: -2.633 -1.294 1.131  -0.08
H: 1.923 1.288 -2.705  0.06
H: 1.135 -0.367 -2.447  0.06
H: 2.204 2.794 -0.683  0.07
H: 0.624 2.762 0.105  0.09
H: 1.944 2.001 0.857  0.08
H: 1.386 -0.630 0.869  0.12
H: -1.283 -0.060 -0.510  0.12
H: -0.944 -2.493 0.980  0.12
H: -0.908 -1.166 2.211  0.12
H: -3.066 -2.099 1.427  0.08

Output
LUMO energy	0.96	eV
structure (SMILES)	C=C(C)/C=C/CO
maximum force	1.42	eV/Å
HOMO	-9.1	eV
orbital gap	0.370	hartree
relative energy (zero: lowest compared OMol25 entry of this formula, charge and spin)	29.2	kcal/mol


# 5
Below is a cluster of 2 separate species, C4H12 in total at a distorted geometry, with properties calculated with ωB97M-V/def2-TZVPD.

Each line ends with the Löwdin charge.
Atoms and positions in Å:
C: 0.558 1.567 1.213  -0.18
C: 1.477 0.438 0.937  -0.20
H: 0.055 1.858 0.338  0.03
H: -0.393 1.387 1.728  0.08
H: 0.800 2.394 1.791  0.04
H: 0.831 -0.514 1.131  0.09
H: 2.402 0.396 1.578  0.08
H: 1.988 0.185 -0.036  0.07
C: -1.471 -1.471 -0.808  -0.19
C: -0.421 -0.480 -1.358  -0.19
H: -1.050 -2.473 -0.409  0.09
H: -2.031 -1.024 -0.011  0.04
H: -2.261 -1.610 -1.582  0.06
H: -0.847 0.613 -1.328  0.09
H: -0.150 -0.650 -2.444  0.07
H: 0.515 -0.616 -0.739  0.01

Output
LUMO energy	1.14	eV
structure (SMILES)	CC.CC
maximum force	4.06	eV/Å
HOMO	-10.9	eV
orbital gap	0.442	hartree
relative energy (zero: lowest compared OMol25 entry of this formula, charge and spin)	36.0	kcal/mol


# 6
Below is a cluster of 8 separate species, H18NO7 in total at a distorted geometry, with properties calculated with ωB97M-V/def2-TZVPD.

Each line ends with the Löwdin charge.
Atoms and positions in Å:
N: 1.012 -0.576 1.007  0.20
H: 0.245 -0.319 1.634  0.08
H: 0.868 -1.520 0.651  0.09
H: 0.981 0.104 0.267  0.06
H: 1.844 -0.791 1.539  0.09
H: 2.267 2.466 -2.752  0.05
H: 1.126 1.451 -3.253  0.04
O: 1.603 1.813 -2.492  -0.11
H: 3.531 -3.005 0.369  0.02
H: 2.334 -3.509 -0.412  0.07
O: 2.576 -2.948 0.384  -0.12
H: 2.459 1.614 -0.931  -0.06
H: 3.050 1.472 0.436  0.05
O: 2.291 1.269 -0.121  -0.07
H: -4.589 0.443 -0.078  0.12
H: -4.144 -0.129 1.384  -0.01
O: -4.046 0.637 0.842  -0.16
H: -0.648 1.439 3.361  -0.02
H: -1.436 0.451 4.216  0.00
O: -1.014 0.618 3.427  -0.01
H: -2.033 0.430 0.931  -0.04
H: -1.837 0.402 -0.602  0.04
O: -1.404 0.169 0.287  -0.14
H: -1.343 -0.135 -2.885  0.01
H: -1.681 -1.186 -3.767  -0.07
O: -1.015 -1.013 -3.222  -0.10

Output
LUMO energy (alpha / beta)	0.37 / 0.35	eV
<S²>	0.751
maximum force	6.18	eV/Å
HOMO (alpha / beta)	-2.2 / -10.6	eV
orbital gap (alpha / beta)	0.095 / 0.404	hartree
relative energy (zero: lowest compared OMol25 entry of this formula, charge and spin)	51.2	kcal/mol
2S+1	2


# 7
Below is a structure of composition C7H11ClF2IInNO4 at a distorted geometry, with properties calculated with ωB97M-V/def2-TZVPD.

Each line ends with the Löwdin charge.
Atoms and positions in Å:
N: -0.613 -1.603 0.598  -0.18
In: -0.291 -0.430 -1.183  0.47
Cl: -1.191 1.870 -1.005  -0.19
C: 1.968 -0.492 -1.540  -0.26
C: 2.236 -0.894 -3.091  -0.28
F: 3.339 -0.116 -3.630  -0.15
C: -1.321 -1.481 -2.944  -0.26
C: -1.157 -3.054 -2.642  -0.86
O: -1.951 -3.515 -1.775  -0.11
I: 0.339 -4.324 -3.592  0.70
H: -1.536 -1.371 1.003  -0.06
H: 0.056 -1.220 1.297  -0.06
H: 2.476 0.516 -1.321  0.04
H: 2.404 -1.348 -0.900  0.04
H: 2.520 -2.003 -3.118  0.06
H: 1.275 -0.695 -3.691  0.07
H: -2.428 -1.176 -2.966  0.05
H: -0.883 -1.191 -3.956  0.02
C: -0.938 2.947 4.000  -0.08
C: 0.229 2.699 3.096  -0.32
O: 0.272 1.291 3.003  0.14
C: -1.016 0.876 3.167  -0.52
O: -1.409 -0.214 2.884  0.15
O: -1.801 1.865 3.685  0.07
F: 1.385 3.130 3.663  0.07
H: -0.667 2.899 5.059  0.14
H: -1.421 3.905 3.803  0.14
H: 0.123 3.130 2.096  0.17

Output
LUMO energy	2.47	eV
maximum force	6.57	eV/Å
HOMO	-5.0	eV
net charge	-1
orbital gap	0.276	hartree